[1]
C38H23BrF4N4O2PPdSe as an isolated structure. Source: OMol25; level of theory: wB97M-V/def2-TZVPD.

Its energy above the lowest of the compared OMol25 structures with the same formula, charge and spin is 16.6 kcal/mol. For the HOMO energy (spin up / spin down), the calculation gives -15.722 / -16.173 eV. For the largest force on an atom, the calculation gives 0.8 eV/A. As for the LUMO energy (spin up / spin down): -0.344 / -0.456 hartree. The charge is +3. As for the multiplicity: 5. The calculation puts the energy at -208833.6494 eV. Its frontier orbital gap (spin up / spin down) is 0.2342 / 0.1384 Eh.

Each line ends with the Löwdin spin population.
Cartesian coordinates (Å):
Pd: -0.82853 -0.78940 -0.52420  1.19
F: 4.69278 -5.80823 -0.98709  0.00
C: 4.08401 -4.65467 -0.86855  0.00
C: 4.78211 -3.53666 -0.43380  0.00
F: 6.06179 -3.62730 -0.14833  0.00
C: 4.12291 -2.31900 -0.31181  0.01
F: 4.83736 -1.26693 0.07601  0.00
C: 2.77025 -2.18732 -0.60388  0.04
P: 1.92385 -0.59998 -0.53532  0.28
C: 2.58821 0.24997 0.88615  0.03
C: 2.65951 -0.43517 2.10375  0.02
C: 3.20168 0.18764 3.21440  0.00
C: 3.66724 1.49455 3.11974  0.03
C: 3.58472 2.18436 1.91680  0.00
C: 3.04046 1.56938 0.80010  0.03
C: 2.29487 0.27191 -2.05408  0.04
C: 3.60671 0.68662 -2.31395  0.01
C: 3.90801 1.28083 -3.52745  0.00
C: 2.91434 1.45453 -4.48438  0.00
C: 1.61590 1.03566 -4.23277  0.00
C: 1.30401 0.44434 -3.01877  0.00
C: 2.09865 -3.32565 -1.04723  0.00
Br: 0.27429 -3.24455 -1.51968  0.08
C: 2.72915 -4.54475 -1.18270  0.00
F: 2.07249 -5.61199 -1.59991  0.00
H: 2.31368 -1.46006 2.17835  0.00
H: 3.28575 -0.35071 4.14899  0.00
H: 4.11282 1.97182 3.98270  0.00
H: 3.96614 3.19368 1.84308  0.00
H: 2.99015 2.10243 -0.14006  0.00
H: 4.39014 0.54165 -1.58111  0.00
H: 4.92035 1.60158 -3.73025  0.00
H: 3.15816 1.91190 -5.43356  0.00
H: 0.85077 1.16095 -4.98636  0.00
H: 0.28735 0.10663 -2.82811  0.00
Se: -8.68494 -0.56327 -0.62787  0.55
N: -7.43500 0.65404 -1.00043  -0.01
C: -6.27923 0.07092 -0.87317  0.12
C: -5.00820 0.70884 -1.11288  0.01
C: -4.91841 2.03077 -1.56048  0.03
C: -3.66577 2.55171 -1.81922  0.00
C: -2.55469 1.74795 -1.60817  0.04
N: -2.63177 0.49085 -1.15539  0.07
C: -3.83397 -0.03136 -0.92706  0.04
C: -3.87458 -1.45648 -0.49705  0.04
N: -2.70446 -2.08706 -0.35826  0.07
C: -2.72925 -3.38262 -0.01926  0.03
C: -3.89280 -4.11127 0.18005  0.00
C: -5.10588 -3.46782 0.04218  0.03
C: -5.09568 -2.11180 -0.30078  0.01
C: -6.32251 -1.36740 -0.46842  0.12
N: -7.51187 -1.86421 -0.29521  -0.01
H: -5.81744 2.61446 -1.70862  0.00
H: -3.54012 3.55865 -2.18922  0.00
H: -1.55354 2.10676 -1.81017  0.00
H: -1.76745 -3.85590 0.12143  0.00
H: -3.83123 -5.15686 0.44414  0.00
H: -6.04610 -3.98196 0.19108  0.00
C: -0.40568 0.11630 4.12314  0.00
C: -0.35691 0.40865 2.65517  0.01
O: -0.57807 -0.48623 1.85246  0.06
C: -0.04206 1.79731 2.20105  0.11
C: 0.15602 2.78117 3.13955  0.03
C: 0.42387 4.11972 2.79461  0.25
C: 0.49449 4.50524 1.45374  0.00
C: 0.31358 3.56254 0.48216  0.19
C: 0.05200 2.17057 0.79107  0.10
O: -0.04993 1.38820 -0.18871  0.33
H: -0.63736 -0.93713 4.25729  0.00
H: -1.16311 0.72027 4.62459  0.00
H: 0.55477 0.33842 4.59051  0.00
H: 0.10446 2.54263 4.19208  0.00
H: 0.56923 4.84742 3.58050  0.01
H: 0.69910 5.53519 1.19727  0.00
H: 0.38844 3.80473 -0.57043  0.01

[2]
C3Br4 as an isolated structure. Source: OMol25; level of theory: wB97M-V/def2-TZVPD.

Its energy above the lowest of the compared OMol25 structures with the same formula, charge and spin is 123.2 kcal/mol. For the HOMO energy (spin up / spin down), the calculation gives -8.638 / -8.637 eV. For the largest force on an atom, the calculation gives 1.9 eV/A. As for the LUMO energy (spin up / spin down): -0.085 / -0.085 hartree. As for the multiplicity: 1. The calculation puts the energy at -283272.7528 eV. Its frontier orbital gap (spin up / spin down) is 0.2324 / 0.2323 Eh.

Each line ends with the natural charge from an NBO analysis.
Cartesian coordinates (Å):
C: -0.47304 -0.25653 -0.41760  -0.42
C: 2.31705 -0.14332 0.64867  -0.23
C: -1.65865 0.30656 -0.50814  -0.33
Br: 0.51817 -0.21326 1.20229  0.63
Br: 3.45623 -0.70654 1.95846  0.21
Br: -2.64615 0.05955 -2.08796  0.14
Br: -2.56144 1.48083 0.77047  0.00

[3]
C36H66BF3O3PS3SiV as an isolated structure. Source: OMol25; level of theory: wB97M-V/def2-TZVPD.

Its energy above the lowest of the compared OMol25 structures with the same formula, charge and spin is 0.0 kcal/mol. For the HOMO energy (spin up / spin down), the calculation gives -10.181 / -10.181 eV. For the largest force on an atom, the calculation gives 3.7 eV/A. As for the LUMO energy (spin up / spin down): -0.090 / -0.080 hartree. The charge is +1. As for the multiplicity: 2. The calculation puts the energy at -128732.8777 eV. Its frontier orbital gap (spin up / spin down) is 0.2839 / 0.2938 Eh.

Each line ends with the Löwdin spin population.
Cartesian coordinates (Å):
V: -0.76583 0.92830 1.71576  1.01
C: -1.01050 2.95726 -7.74225  0.00
C: -1.62836 1.83418 -6.93359  0.00
S: -0.76419 1.51762 -5.36764  0.00
C: -1.96559 1.94129 -4.03453  0.00
C: -2.20720 3.44086 -3.89750  0.00
S: -0.77322 4.28123 -3.27740  0.00
C: -0.39053 5.41440 -4.63368  0.00
C: 0.17287 4.93825 -5.98234  0.00
S: -1.18164 4.66091 -7.13315  0.00
H: -1.36497 3.06191 -8.75859  0.00
H: 0.05870 2.74659 -7.87689  0.00
H: -1.59121 0.90308 -7.45016  0.00
H: -2.68514 2.06440 -6.72273  0.00
H: -1.59261 1.37717 -3.17590  0.00
H: -2.84422 1.37407 -4.26287  0.00
H: -3.01731 3.60639 -3.23502  0.00
H: -2.48059 3.82818 -4.86569  0.00
H: 0.43589 6.00104 -4.20299  0.00
H: -1.33279 6.02475 -4.73603  0.00
H: 0.70470 4.02109 -5.76641  0.00
H: 0.86802 5.68481 -6.41680  0.00
C: 1.17306 2.89198 -0.18237  0.00
O: 0.96264 2.32427 1.12055  0.00
C: 2.07802 1.74448 1.74956  0.00
C: 1.79907 1.55335 3.22083  0.00
O: 0.54549 0.93523 3.46786  0.01
C: 0.19120 0.89146 4.86507  0.00
H: 1.46384 3.93258 -0.18002  0.00
H: 0.16525 2.79909 -0.66021  0.00
H: 1.87704 2.24636 -0.75104  0.00
H: 2.95508 2.33697 1.61140  0.00
H: 2.33506 0.74958 1.30695  0.00
H: 1.76116 2.52307 3.73029  0.00
H: 2.64629 0.98006 3.66198  0.00
H: -0.04006 1.90043 5.14145  0.00
H: 1.02064 0.54903 5.44164  0.00
H: -0.62076 0.19339 4.89746  0.00
F: -1.51869 1.19604 0.10921  0.05
F: -2.07165 -1.16359 3.61516  0.00
B: -2.24344 -0.42956 2.40602  -0.03
F: -3.18387 -1.06622 1.69947  -0.01
C: -3.62844 1.89470 4.08492  0.00
Si: -2.98751 1.79054 2.37406  -0.01
C: -4.36802 1.82084 1.16210  0.00
C: -1.76354 3.24276 2.09721  -0.01
C: -1.04066 3.66583 3.26911  0.00
C: -0.15052 4.74193 3.17168  0.00
C: -0.00816 5.46686 2.01964  0.00
C: -0.86365 5.20262 0.93749  0.00
C: -1.65258 4.04360 0.96847  0.00
H: -3.87814 2.97620 4.34852  0.00
H: -2.86002 1.47304 4.81570  0.00
H: -4.61209 1.35396 4.16254  0.00
H: -4.76576 2.85768 1.22181  0.00
H: -5.24029 1.18446 1.18725  0.00
H: -3.92167 1.73170 0.14981  0.00
H: -1.22476 3.03181 4.13600  0.00
H: 0.32377 4.99744 4.08681  0.00
H: 0.67730 6.28806 2.03679  0.00
H: -0.90941 5.87143 0.00202  0.00
H: -2.21176 3.89331 0.08686  0.00
O: 0.21610 -0.70888 1.14942  0.00
P: 0.66444 -2.08304 0.87544  0.00
C: 1.44752 -1.98773 -0.77839  0.00
C: 2.06162 -3.28440 -1.42260  0.00
C: 1.94615 -3.15997 -3.05113  0.00
C: 2.34288 -1.76212 -3.46458  0.00
C: 1.43508 -0.59410 -2.85025  0.00
C: 0.59938 -1.18390 -1.67667  0.00
C: -0.69408 -3.29456 1.18791  0.00
C: -1.89578 -3.25589 0.23833  0.00
C: -1.70577 -4.14597 -0.98568  0.00
C: -1.56964 -5.58788 -0.49435  0.00
C: -0.34010 -5.68748 0.42390  0.00
C: -0.33371 -4.75187 1.60177  0.00
C: 2.04379 -2.47926 2.00205  0.00
C: 2.94668 -3.70489 1.69963  0.00
C: 3.39904 -4.41170 2.95681  0.00
C: 3.90910 -3.37281 3.88904  0.00
C: 2.81624 -2.45635 4.49159  0.00
C: 1.65597 -2.34146 3.44611  0.00
H: 2.31379 -1.29609 -0.55334  0.00
H: 1.45819 -4.11064 -1.02704  0.00
H: 3.11206 -3.41216 -1.07341  0.00
H: 0.91337 -3.44149 -3.31326  0.00
H: 2.63785 -3.91042 -3.39785  0.00
H: 2.39790 -1.68190 -4.56375  0.00
H: 3.34826 -1.61587 -3.06201  0.00
H: 0.83785 -0.21748 -3.66743  0.00
H: 2.10262 0.17729 -2.41952  0.00
H: -0.26086 -1.78313 -2.02542  0.00
H: 0.10061 -0.34084 -1.14673  0.00
H: -1.01785 -2.86972 2.16665  0.00
H: -2.22195 -2.26758 -0.09131  0.00
H: -2.72917 -3.56085 0.86990  0.00
H: -0.77068 -3.86185 -1.54056  0.00
H: -2.53211 -3.98029 -1.73238  0.00
H: -1.50869 -6.27101 -1.31563  0.00
H: -2.46165 -5.73933 0.10244  0.00
H: 0.54197 -5.49996 -0.17451  0.00
H: -0.25103 -6.71941 0.80342  0.00
H: 0.64680 -4.81504 2.04678  0.00
H: -1.06219 -4.97595 2.36226  0.00
H: 2.60038 -1.50617 1.86209  0.00
H: 3.80891 -3.30922 1.20705  0.00
H: 2.38551 -4.28728 1.03450  0.00
H: 4.27290 -5.05792 2.65606  0.00
H: 2.65257 -5.05395 3.41521  0.00
H: 4.54363 -2.79171 3.21195  0.00
H: 4.53556 -3.75205 4.70171  0.00
H: 3.21577 -1.51773 4.82205  0.00
H: 2.46358 -2.96352 5.38021  0.00
H: 1.15036 -1.41813 3.62966  0.00
H: 0.97709 -3.11891 3.76015  0.00

[4]
A 3-piece molecular cluster, C3H14NO3 overall. Source: OMol25; level of theory: wB97M-V/def2-TZVPD.

Its energy above the lowest of the compared OMol25 structures with the same formula, charge and spin is 25.2 kcal/mol. For the HOMO energy, the calculation gives -14.223 eV. For the largest force on an atom, the calculation gives 3.5 eV/A. As for the LUMO energy: -0.108 hartree. The charge is +1. As for the multiplicity: 1. The calculation puts the energy at -10963.9163 eV. Its frontier orbital gap is 0.4147 Eh.

Each line ends with the natural charge from an NBO analysis.
Cartesian coordinates (Å):
C: 0.60456 -0.12675 0.40045  -0.22
C: 0.09442 0.51224 1.71368  -0.44
C: 0.00332 1.99926 1.49247  -0.09
O: -0.76267 2.12933 0.19929  -0.76
N: -0.26686 -0.45232 -0.78220  -0.74
H: 0.98113 -1.10803 0.68651  0.19
H: 1.46596 0.45948 0.03079  0.22
H: -0.81612 0.09273 2.12695  0.23
H: 0.88213 0.24770 2.43103  0.24
H: -0.69315 2.31899 2.27959  0.20
H: 0.90630 2.56893 1.55559  0.20
H: -0.60621 3.09996 0.07100  0.49
H: -0.61387 -1.38732 -0.57137  0.45
H: 0.37102 -0.50742 -1.66610  0.45
H: -0.90589 0.30657 -1.10439  0.45
H: 1.27591 -1.32145 -3.34066  0.50
H: 1.09795 0.17325 -3.56054  0.50
O: 1.30312 -0.47384 -2.90639  -0.92
H: -2.15817 -3.13550 0.45405  0.52
H: -0.69332 -2.73581 0.53876  0.47
O: -1.46956 -2.66000 -0.04854  -0.95